[1]
Computed, not measured: C5H9N2 as an isolated structure at a distorted geometry, with wB97M-V/def2-TZVPD.

energy relative to the best compared isomer or geometry (same formula, charge and spin)	184.4	kcal/mol
lowest unoccupied orbital energy	-3.6	eV
HOMO level	-0.485	hartree
charge	+1
gap between HOMO and LUMO	9.65	eV
multiplicity	1

Geometry (Å):
C -3.4229 0.3589 -0.2928
C -2.5976 -0.4240 0.2635
C -1.8393 0.8920 -0.4454
C -0.6174 0.0169 0.2053
C 1.9928 -0.5050 -0.1911
N -1.4173 -1.1482 0.5647
N 0.4821 -0.4153 -0.8252
H -1.8680 1.0937 -1.6143
H -1.9737 1.9544 -0.0399
H 0.0004 0.5790 0.9376
H 2.4925 0.4371 -0.2515
H 2.0280 -0.8503 0.8754
H 2.5351 -1.1612 -0.8208
H -1.4258 -1.5131 1.5087
H 0.1289 -1.3807 -1.1511
H 0.5335 0.1705 -1.7110

***

[2]
Computed, not measured: a 2-piece molecular cluster, C4H10O2 overall, with wB97M-V/def2-TZVPD.

energy relative to the best compared isomer or geometry (same formula, charge and spin)	90.4	kcal/mol
lowest unoccupied orbital energy	0.8	eV
HOMO level	-0.304	hartree
charge	0
gap between HOMO and LUMO	9.11	eV
multiplicity	1

Geometry (Å):
C 1.1222 1.3679 -0.9502
C 1.0685 -0.0515 -0.4251
O -0.2826 -0.4890 -0.4179
C -0.4406 -1.7841 0.1255
C -1.8667 0.9950 1.9136
O -2.2284 0.9910 0.6622
H 0.6935 1.4229 -1.9554
H 2.1609 1.7094 -0.9974
H 0.5672 2.0480 -0.2956
H 1.4757 -0.1082 0.5965
H 1.6538 -0.7309 -1.0624
H -0.0508 -1.8312 1.1523
H 0.0774 -2.5278 -0.4941
H -0.8646 0.4566 1.9391
H -1.5106 -2.0030 0.1370
H -1.5750 0.5350 0.0717

***

[3]
Computed, not measured: a 2-piece molecular cluster, C4H13N2O2 overall at a distorted geometry, with wB97M-V/def2-TZVPD.

energy relative to the best compared isomer or geometry (same formula, charge and spin)	40.0	kcal/mol
lowest unoccupied orbital energy	-2.9	eV
HOMO level	-0.518	hartree
charge	+1
gap between HOMO and LUMO	11.23	eV
multiplicity	1

Geometry (Å):
N -1.6133 -0.2154 0.1840
C -0.3281 0.5053 0.5494
C 0.6528 -0.4545 1.2332
C 0.0522 -1.3470 2.3028
O -1.0667 -1.7857 2.2520
C 0.1545 1.1146 -0.7645
N -0.9547 1.8553 -1.3662
H -2.1395 -0.6325 0.9533
H -1.4101 -0.9490 -0.4942
H -2.2216 0.4717 -0.2690
H -0.6390 1.2190 1.3119
H 1.2030 -1.0599 0.5379
H 1.4053 0.1968 1.6768
H 0.7294 -1.6409 3.1166
H 1.0359 1.7030 -0.4825
H 0.5849 0.3463 -1.4226
H -0.7736 1.9216 -2.3621
H -0.9866 2.8153 -1.0404
H 2.7301 -0.9075 -1.7607
H 1.7859 -1.9861 -2.3362
O 1.7994 -1.1704 -1.8196

***

[4]
Computed, not measured: a 3-piece molecular cluster, C5H12O2 overall at a distorted geometry, with wB97M-V/def2-TZVPD.

energy relative to the best compared isomer or geometry (same formula, charge and spin)	37.2	kcal/mol
lowest unoccupied orbital energy (alpha / beta)	-5.0 / -8.7	eV
HOMO level (alpha / beta)	-0.534 / -0.533	hartree
charge	+1
gap between HOMO and LUMO (alpha / beta)	9.57 / 5.76	eV
multiplicity	2

Geometry (Å):
C 1.0279 -0.7294 -1.7128
C -0.0051 -0.6363 -0.6779
C -0.7736 0.4974 -0.5432
C -0.9450 -2.8784 0.1954
C -0.0634 -1.8813 0.1488
H 1.9710 -1.1786 -1.3779
H 1.0106 0.0522 -2.4625
H 0.6547 -1.5960 -2.2951
H -0.5639 1.4079 -1.0900
H -1.7556 0.4796 -0.0757
H -1.9198 -2.7998 -0.2832
H -0.8509 -3.7017 0.8802
H 0.9611 -2.1033 0.4488
H -1.6456 2.7268 2.5069
H -0.2280 2.7840 3.0599
O -0.8664 3.2570 2.5220
H 1.6784 1.3998 -0.0842
H 0.7701 2.7254 0.3511
O 1.5437 2.1749 0.4894

***

[5]
Computed, not measured: an isolated ion of composition C4H7N3 and charge +2 at a distorted geometry, with wB97M-V/def2-TZVPD.

energy relative to the best compared isomer or geometry (same formula, charge and spin)	122.6	kcal/mol
SMILES	Cc1[nH][n+]#c[n+]1C
lowest unoccupied orbital energy (alpha / beta)	-14.2 / -12.4	eV
HOMO level (alpha / beta)	-0.804 / -0.777	hartree
charge	+2
gap between HOMO and LUMO (alpha / beta)	7.65 / 8.76	eV
multiplicity	1

Geometry (Å):
C -0.7182 0.9163 -1.5129
C 0.5946 -0.0634 -0.1853
C 1.1175 -0.7603 0.8256
C -1.7990 0.1311 0.6187
N 0.3712 0.9188 -2.2566
N 1.2795 0.5081 -1.4446
N -0.7835 0.3153 -0.3902
H 0.2921 -1.3878 1.2292
H 1.6239 -0.2117 1.6803
H 2.0020 -1.3342 0.4651
H -1.4852 0.8647 1.3377
H -1.8643 -0.9345 0.8592
H -2.9108 0.3471 0.4228
H 2.2804 0.6905 -1.6491

***

[6]
Computed, not measured: C2H2O2P2 as an isolated structure at a distorted geometry, with wB97M-V/def2-TZVPD.

energy relative to the best compared isomer or geometry (same formula, charge and spin)	40.2	kcal/mol
lowest unoccupied orbital energy	-0.9	eV
HOMO level	-0.339	hartree
charge	0
gap between HOMO and LUMO	8.32	eV
multiplicity	1

Geometry (Å):
C -1.2401 -0.1936 0.7311
C 1.0647 0.0169 0.7184
O -2.3549 -0.1754 0.2629
O 2.2324 0.1611 0.4964
P -0.1917 1.2200 1.2412
P 0.1169 -1.6332 0.9465
H -0.8642 2.0074 0.1114
H 0.3102 -2.0547 -0.4689

***

[7]
Computed, not measured: one molecule with the formula C4H7NS at a distorted geometry, with wB97M-V/def2-TZVPD.

energy relative to the best compared isomer or geometry (same formula, charge and spin)	55.2	kcal/mol
SMILES	CC(=S)N1CC1
lowest unoccupied orbital energy	0.1	eV
HOMO level	-0.309	hartree
charge	0
gap between HOMO and LUMO	8.51	eV
multiplicity	1

Geometry (Å):
C -0.9724 1.2630 -0.0204
C -1.1657 -0.2217 -0.1062
C 1.0874 -0.7350 0.7414
C 1.2217 -0.6467 -0.7304
H -1.1567 1.6533 1.0245
H -1.7619 1.6354 -0.6710
H 0.0830 1.5144 -0.3514
H 1.4798 -1.5201 1.3999
H 1.0224 0.2302 1.2754
H 1.6703 -1.4489 -1.2052
H 1.2198 0.3394 -1.1656
N -0.0842 -1.1226 -0.1657
S -2.6436 -0.9408 -0.0253

***

[8]
Computed, not measured: one molecule with the formula C5H8S at a distorted geometry, with wB97M-V/def2-TZVPD.

energy relative to the best compared isomer or geometry (same formula, charge and spin)	127.1	kcal/mol
SMILES	C1C[C@@H]2C[C@H]2S1
lowest unoccupied orbital energy	0.9	eV
HOMO level	-0.306	hartree
charge	0
gap between HOMO and LUMO	9.26	eV
multiplicity	1

Geometry (Å):
C 1.6442 0.4813 0.1723
C 0.1001 1.1868 -0.1808
C -0.5926 -0.1459 -0.5136
C -1.6298 -0.9456 -0.0202
C -0.0859 -1.3412 0.3276
H 1.7970 0.9695 1.1670
H 2.4273 1.2346 -0.4385
H -0.4325 1.3590 0.8314
H 0.0208 1.9765 -1.0326
H -0.6820 -0.2908 -1.7141
H -2.1282 -0.7313 1.0345
H -1.9336 -1.5790 -0.8137
H -0.0839 -0.8145 1.4340
S 1.5791 -1.3592 -0.2534

***

[9]
Computed, not measured: a 2-piece molecular cluster, C2H5N overall at a distorted geometry, with wB97M-V/def2-TZVPD.

energy relative to the best compared isomer or geometry (same formula, charge and spin)	42.0	kcal/mol
SMILES	C#C.N
lowest unoccupied orbital energy	1.1	eV
HOMO level	-0.384	hartree
charge	0
gap between HOMO and LUMO	11.58	eV
multiplicity	1

Geometry (Å):
C -1.7658 0.2734 0.5067
C -1.1451 -0.6825 0.8705
H -2.2335 1.1996 0.2801
H -0.5831 -1.4742 1.2930
H 1.0355 0.3908 0.0447
H 1.2976 -0.6704 -0.9712
H 2.1867 0.6495 -1.0338
N 1.2077 0.3138 -0.9900

***

[10]
Computed, not measured: one molecule with the formula C3HF2N at a distorted geometry, with wB97M-V/def2-TZVPD.

energy relative to the best compared isomer or geometry (same formula, charge and spin)	34.3	kcal/mol
SMILES	N#C/C(F)=C\F
lowest unoccupied orbital energy	0.1	eV
HOMO level	-0.397	hartree
charge	0
gap between HOMO and LUMO	10.96	eV
multiplicity	1

Geometry (Å):
C 0.3123 0.4107 0.8117
C -0.0517 0.4655 -0.4100
C -0.2321 -0.7965 -0.9051
H 0.2089 1.0130 1.8088
N -0.5129 -1.7918 -1.4467
F 0.7293 -0.8069 1.3152
F -0.4538 1.5060 -1.1738

***

[11]
Computed, not measured: a 10-piece molecular cluster, C39H90O11PS9 overall at a distorted geometry, with wB97M-V/def2-TZVPD.

lowest unoccupied orbital energy	1.3	eV
HOMO level	-0.122	hartree
charge	-1
gap between HOMO and LUMO	4.58	eV
multiplicity	1

Geometry (Å):
C -1.5944 2.1093 0.6754
C -1.6901 1.1255 -0.3176
C -2.0445 -0.2929 0.0161
P -1.7613 -1.6449 -1.2958
C -0.9299 -2.8815 -0.0549
C -1.2286 -3.1136 1.2223
C -2.6277 -0.6431 -2.7205
C -3.9042 0.1497 -2.4037
O -4.7717 0.1130 -3.5740
C -5.2271 1.3820 -3.9629
C -5.8271 1.2446 -5.3920
C -3.4226 -2.5808 -0.8968
O -3.2138 -4.0034 -1.0754
C -4.1289 -4.7648 -0.3240
C -5.6095 -4.3262 -0.4525
C -6.1332 -3.6396 0.8481
C 0.0099 -0.9625 -1.8315
C 1.1500 -1.0983 -0.8521
C 1.3542 -0.2388 0.2079
C 2.4140 -0.3429 1.0663
C 3.3670 -1.3247 0.9147
C 3.1851 -2.1984 -0.1369
C 2.1256 -2.0929 -1.0057
C 2.0837 -3.1358 -2.1202
H -0.7072 2.1568 1.3118
H -2.3761 2.8656 0.7851
H -1.5198 1.4512 -1.3520
H -3.1145 -0.2612 0.2688
H -1.5465 -0.4628 0.9910
H -1.5598 -2.7014 -2.3061
H -0.1722 -3.5443 -0.4891
H -0.5548 -3.6619 1.8890
H -2.1848 -2.8341 1.6746
H -1.9464 0.0437 -3.2488
H -2.9143 -1.3788 -3.4838
H -4.4741 -0.1720 -1.5239
H -3.6739 1.2145 -2.2487
H -4.4285 2.1347 -4.0340
H -6.0321 1.7515 -3.3019
H -5.9543 0.1902 -5.6483
H -6.8024 1.7492 -5.4047
H -5.1709 1.7457 -6.1090
H -3.7972 -2.3733 0.1164
H -4.2229 -2.3511 -1.6157
H -4.0668 -5.7998 -0.6963
H -3.7978 -4.7978 0.7303
H -5.7886 -3.7120 -1.3361
H -6.2237 -5.2301 -0.5730
H -5.2801 -3.3793 1.4841
H -6.7385 -4.3554 1.4176
H -6.6701 -2.7126 0.6291
H -0.0114 0.0810 -2.1788
H 0.3037 -1.5349 -2.7140
H 0.6727 0.5908 0.3864
H 2.5425 0.3821 1.8683
H 4.2050 -1.3758 1.5974
H 3.9247 -2.9914 -0.2561
H 3.1348 -3.3826 -2.3342
H 1.6231 -4.0477 -1.7255
H 1.6647 -2.7849 -3.0630
C 7.5042 0.3611 3.8285
S 5.8989 -0.2015 4.4185
O 4.9340 -0.0340 3.3034
C 5.6190 1.1632 5.5503
H 7.8476 -0.3352 3.0656
H 7.4095 1.3584 3.3976
H 8.2125 0.3715 4.6578
H 5.6452 2.1073 5.0068
H 6.3814 1.1569 6.3305
H 4.6383 1.0341 6.0029
C -1.6990 0.8404 -7.2812
S -2.2956 2.4591 -7.7845
O -3.6552 2.6225 -7.2053
C -2.5044 2.0552 -9.5260
H -1.5419 0.8564 -6.2040
H -2.4400 0.0805 -7.5295
H -0.7546 0.6283 -7.7831
H -3.1923 1.2156 -9.6297
H -1.5350 1.8064 -9.9586
H -2.9147 2.9281 -10.0306
C 6.8432 5.7091 7.1181
S 5.1137 5.6360 6.6353
O 4.8551 4.2751 6.0866
C 5.2500 6.7533 5.2393
H 6.9843 5.0356 7.9631
H 7.4736 5.3900 6.2873
H 7.0982 6.7228 7.4130
H 5.9784 6.3661 4.5264
H 5.5547 7.7358 5.5945
H 4.2719 6.8192 4.7649
C 1.8985 2.2803 6.3843
S 0.9692 3.7472 5.9319
O 0.4185 4.3325 7.1884
C -0.3714 2.8740 5.1154
H 2.7751 2.6002 6.9457
H 1.2789 1.6277 7.0019
H 2.2144 1.7596 5.4795
H -0.8388 2.1829 5.8179
H 0.0186 2.3302 4.2546
H -1.1041 3.6053 4.7781
C -9.9303 -0.3690 0.0477
S -8.5655 -0.9470 -0.9759
O -7.3237 -0.7676 -0.1894
C -8.6361 0.4021 -2.1626
H -10.0362 -1.0533 0.8876
H -9.7152 0.6340 0.4178
H -10.8497 -0.3677 -0.5391
H -8.5035 1.3539 -1.6470
H -9.5962 0.3809 -2.6801
H -7.8305 0.2606 -2.8823
C 9.5972 9.9876 7.4815
S 7.8663 9.9356 6.9994
O 7.6033 8.5743 6.4536
C 8.0246 11.0474 5.5964
H 9.7328 9.3194 8.3297
H 10.2217 9.6565 6.6515
H 9.8613 11.0041 7.7734
H 8.7511 10.6474 4.8886
H 8.3384 12.0305 5.9475
H 7.0518 11.1270 5.1152
C 3.4650 -4.3429 -6.2614
S 1.9770 -4.4583 -7.2732
O 1.5932 -3.0716 -7.6600
C 0.8841 -4.9685 -5.9397
H 4.2826 -3.9992 -6.8931
H 3.3117 -3.6331 -5.4475
H 3.7078 -5.3275 -5.8599
H 0.8879 -4.2199 -5.1465
H 1.2131 -5.9318 -5.5510
H -0.1223 -5.0673 -6.3402
C 3.4801 -9.1439 -8.5538
S 2.7558 -7.5335 -8.9045
O 1.4411 -7.4896 -8.2193
C 2.4374 -7.8474 -10.6466
H 3.7202 -9.1828 -7.4930
H 2.7659 -9.9314 -8.7960
H 4.3925 -9.2667 -9.1382
H 1.7911 -8.7192 -10.7526
H 3.3829 -8.0110 -11.1645
H 1.9417 -6.9722 -11.0622
C -3.3260 -1.2302 9.0138
S -2.6626 -0.6242 7.4540
O -1.1961 -0.4716 7.6277
C -3.3882 1.0181 7.5725
H -2.9601 -2.2438 9.1655
H -2.9883 -0.5927 9.8316
H -4.4153 -1.2399 8.9653
H -3.0463 1.5085 8.4846
H -4.4754 0.9346 7.5709
H -3.0676 1.5940 6.7068

***

[12]
Computed, not measured: a 2-piece molecular cluster, C16H25N2 overall, with wB97M-V/def2-TZVPD.

energy relative to the best compared isomer or geometry (same formula, charge and spin)	42.5	kcal/mol
lowest unoccupied orbital energy	-5.3	eV
HOMO level	-0.390	hartree
charge	+1
gap between HOMO and LUMO	5.35	eV
multiplicity	1

Geometry (Å):
C -2.1000 -1.2394 -0.7032
C -2.7071 0.0100 -0.7616
C -4.0640 0.3128 -0.8520
C -5.1482 -0.5568 -0.8872
C -5.1431 -1.9484 -0.8951
C -4.0502 -2.8085 -0.8884
C -2.6965 -2.4963 -0.8137
H -1.0126 -1.2267 -0.5700
H -2.0262 0.8668 -0.7231
H -4.3099 1.3806 -0.8895
H -6.1365 -0.0841 -0.9212
H -6.1272 -2.4285 -0.9248
H -4.2889 -3.8778 -0.9415
H -2.0097 -3.3497 -0.8270
C 3.2213 3.3701 -0.5197
C 2.6177 3.1047 -1.9121
C 2.0863 1.6663 -1.8760
N 2.0534 1.2895 -0.4843
C 2.1376 -0.1352 -0.2944
C 1.6546 -0.4302 1.1118
C 1.6447 -1.8972 1.5898
C 0.5574 -1.8725 2.6853
C -0.3121 -0.6367 2.3865
N 0.2663 -0.0574 1.1812
C 3.0114 2.0808 0.2923
H 4.2855 3.6172 -0.5716
H 2.6866 4.1904 -0.0351
H 1.7831 3.7841 -2.0940
H 3.3593 3.2091 -2.7082
H 1.0883 1.5618 -2.3264
H 2.7558 0.9891 -2.4432
H 1.4645 -0.6390 -1.0093
H 3.1695 -0.5274 -0.4191
H 2.2968 0.1682 1.8058
H 1.3189 -2.5371 0.7565
H 2.6264 -2.2493 1.9247
H -0.0424 -2.7824 2.6715
H 0.9951 -1.7747 3.6849
H -1.3667 -0.9193 2.2328
H -0.2792 0.0848 3.2296
H 0.1092 0.9400 0.9951
H 3.9780 1.5493 0.4318
H 2.6526 2.2988 1.3120